1.
50
Properties=species:S:1:pos:R:3:forces:R:3:lowdin_charge:R:1 method="wB97M-V/def2-TZVPD" e_tot_ha=-1907.5388 spin_multiplicity=1 largest_force_ev_per_a=3.9 e_lumo_ev=2.181 total_charge=-1 orbital_gap_ev=9.58
Cl -0.1641 -0.0603 0.1348 0.0931 -0.5238 -2.6597 0.897
O 0.3659 -0.8783 1.2668 -0.7858 1.8524 -1.0744 -0.347
O 0.5289 -0.5363 -1.1042 -1.6781 1.2378 3.0461 -0.311
O -1.6591 -0.3273 0.0278 3.1476 1.3812 0.5461 -0.333
O 0.1449 1.4197 0.3118 -0.8962 -3.6598 0.8182 -0.361
O 3.4639 -1.3803 -1.7362 -3.1912 0.2131 -0.4405 -0.035
H 3.3969 -0.9303 -0.8782 0.2652 -0.0712 0.1194 -0.038
H 4.3279 -1.5593 -1.9402 3.2031 -0.5693 -0.5620 -0.028
O 3.0019 -0.2133 0.4358 0.8799 0.6977 0.2919 -0.022
H 2.1069 -0.4543 0.6498 -0.5079 -0.4434 0.5184 -0.012
H 3.4889 -0.1833 1.2628 -0.1723 0.1071 0.1026 0.078
O -4.0941 -2.1653 0.1708 -0.5384 -1.1823 2.0090 -0.075
H -3.3251 -2.5843 0.6348 -0.6119 0.6393 -0.6370 0.010
H -3.7331 -1.7463 -0.5772 0.7766 0.6273 -1.3822 -0.026
O -3.2601 2.4327 -1.4382 0.3399 0.5486 -1.1829 -0.041
H -3.5261 3.1277 -0.8382 -0.3087 -0.5418 0.6128 0.046
H -3.3231 1.5377 -1.1022 -0.0440 0.0426 0.5990 0.041
O -2.1081 1.3977 2.4758 -0.1999 0.8416 0.6997 -0.056
H -1.8211 2.3267 2.4548 -0.1025 -0.7194 -0.1348 0.028
H -1.7621 0.9837 1.6858 -0.0433 -0.0575 -0.3586 -0.037
O -1.6351 -2.7833 1.3828 -0.6765 -0.9468 1.1363 -0.071
H -1.6991 -2.9203 2.3478 0.2531 0.3243 -0.8495 0.076
H -0.9251 -2.1543 1.2128 0.2830 -0.0803 0.4511 -0.020
O 1.2709 -2.5483 3.3618 0.5885 -1.4010 0.7911 -0.037
H 1.2539 -3.1613 4.1218 0.2485 0.2001 -0.6296 0.068
H 0.6559 -1.8923 3.6398 -0.7838 1.2593 -0.0553 0.027
O 1.9669 1.8477 2.7478 -0.0121 -0.0712 0.5107 -0.063
H 1.8949 2.3967 3.5368 0.1021 -0.0992 -0.0829 0.031
H 1.4499 2.3327 2.0948 0.2524 -0.1082 -0.3377 -0.026
O -1.4171 0.6017 -3.2492 -1.1364 0.3867 0.0695 -0.042
H -0.5471 0.2617 -3.3462 1.6614 -1.4294 0.1865 -0.035
H -1.2551 1.4027 -3.7342 -0.5616 0.9824 -0.2171 0.031
O -0.5801 3.4277 -1.1872 0.0878 1.6407 -0.2362 -0.068
H -0.2481 2.8297 -0.5232 -0.3535 -0.4612 0.2734 -0.052
H -1.4501 3.1007 -1.4252 -0.3303 -0.5072 -0.1864 -0.003
O 1.7399 1.9997 -1.9552 0.4203 0.3763 -0.2797 -0.052
H 1.9039 1.2687 -1.3662 0.3679 -0.6273 0.0734 -0.016
H 1.1679 2.5447 -1.4122 -0.0737 0.2954 -0.5279 -0.024
O 0.9319 4.0377 1.3058 -2.1154 -0.7041 1.4127 -0.066
H -0.0011 3.7957 1.6198 1.9711 0.5116 -0.7519 0.080
H 0.7509 4.7227 0.6718 -0.0334 0.4077 -0.7322 0.037
O 1.2699 -3.6433 0.6668 0.8331 1.1211 -0.5657 -0.027
H 1.2749 -3.2873 1.5508 0.0826 0.5593 0.5700 -0.032
H 0.9299 -4.4983 0.8008 -0.8137 -1.7287 -0.0976 0.007
O -1.5611 -2.8513 -1.4032 -0.1386 -0.8801 -1.1870 -0.023
H -1.6031 -2.2833 -0.6672 0.1153 0.4511 1.9910 -0.075
H -1.7311 -2.1663 -2.0382 0.0626 0.2120 -1.4119 0.027
O 1.0609 -0.9253 -3.7232 0.0254 0.3259 -3.0340 -0.048
H 1.9189 -0.6793 -4.1252 -0.7501 -0.2204 0.8880 0.064
H 1.1619 -0.9813 -2.8022 0.7989 -0.2088 1.8976 -0.049


2.
8
Properties=species:S:1:pos:R:3:forces:R:3:lowdin_charge:R:1 method="wB97M-V/def2-TZVPD" e_tot_ha=-1044.8211 spin_multiplicity=1 largest_force_ev_per_a=5.7 e_lumo_ev=-1.105 orbital_gap_ev=9.51
N 1.9850 0.9158 -0.5373 -2.7306 0.5828 -0.3872 -0.190
S 0.5348 0.5778 -0.1077 5.0658 2.5597 0.7770 0.659
N 0.3427 -0.5538 0.8460 1.9124 -0.8427 -0.8411 -0.199
O -0.3343 1.7211 -0.1464 -0.4445 -0.7440 -0.7527 -0.341
H 2.7706 0.2962 -0.4511 -0.3837 -0.9381 0.1950 0.014
H -0.6040 -0.5546 1.0201 -2.8508 -0.4729 1.1776 -0.131
Cl -2.6271 -0.7196 0.0198 -0.3117 -0.4559 -0.4300 0.371
H -2.0677 -1.6831 -0.6434 -0.2567 0.3110 0.2613 -0.182


3.
8
Properties=species:S:1:pos:R:3:forces:R:3:lowdin_charge:R:1 method="wB97M-V/def2-TZVPD" e_tot_ha=-1300.0828 spin_multiplicity=1 largest_force_ev_per_a=2.9 e_lumo_ev=-1.186 orbital_gap_ev=9.52
O -0.5157 -2.0853 -0.4417 0.0100 0.1508 0.9265 -0.422
S 0.2947 -1.1223 0.2614 -1.6545 1.0553 -2.1100 0.176
O 1.6320 -0.9677 -0.2229 1.2166 -0.2613 0.8859 -0.432
Si -0.2788 1.1256 -0.3457 -2.1182 -1.4759 -1.1946 0.699
Cl 0.1032 -1.5670 2.3244 0.3439 0.2904 -0.7490 0.242
H 0.6313 1.8364 0.4045 1.2707 1.0856 1.2785 -0.117
H -0.1219 1.3806 -1.8192 0.3547 -0.6418 0.5364 -0.066
H -1.7449 1.3998 -0.1607 0.5767 -0.2030 0.4263 -0.080


4.
9
Properties=species:S:1:pos:R:3:forces:R:3:lowdin_charge:R:1 method="wB97M-V/def2-TZVPD" e_tot_ha=-1104.5342 spin_multiplicity=1 largest_force_ev_per_a=1.7 e_lumo_ev=2.856 total_charge=-1 orbital_gap_ev=6.79
O -4.2830 0.7766 -0.8623 -0.2168 0.6757 -0.1315 -0.274
O -4.0826 2.9610 0.5389 -1.6378 -0.1663 0.3219 -0.124
O -3.9381 3.1281 -1.9247 -0.3854 -0.5167 -1.4856 -0.136
O -2.0722 2.1325 -0.6414 -0.8095 -0.6357 0.2069 -0.138
P -3.6622 2.1039 -0.7363 1.4889 -0.8188 0.3973 0.250
H -5.0281 2.7720 0.7845 1.3888 0.2149 -0.3305 0.109
H -4.0148 2.6409 -2.7889 0.1507 0.6530 1.2982 0.109
H -1.7412 1.3250 -0.1635 0.2345 0.2301 -0.0441 0.007
Cl -0.4354 -0.6208 1.2010 -0.2134 0.3638 -0.2327 -0.804